Below is a cluster of 19 separate species, C27H56B3Cl36NO4 in total at a distorted geometry, with properties calculated with ωB97M-V with the def2-TZVPD basis set.

Results
Spin multiplicity = 1
Molecular weight = 1767.5 g mol⁻¹
LUMO = 0.0078 Eh
Charge = 0
HOMO level = -9.688 eV
Energy = -491433.863 eV
Kohn-Sham gap = 9.90 eV

Cartesian coordinates (Å):
C -0.0619 -4.5590 -6.7704
C -0.4883 -4.0302 -5.4256
C -1.8212 -3.3344 -5.3711
N 0.2372 -4.2247 -4.4108
B 0.3625 -3.5925 -3.1592
O 0.3290 -4.3096 -1.9645
B -0.2987 -3.6394 -0.9419
O 0.0268 -2.3186 -0.7512
B 0.4004 -1.5652 -1.8682
O 0.5175 -0.2198 -1.7694
C 1.5232 0.3252 -0.9047
C 1.3277 1.8282 -0.5880
C 2.6377 2.5966 -0.8452
C 0.1394 2.5052 -1.2911
C 0.2546 2.5361 -2.8190
C -1.2163 1.9544 -0.8131
O 0.6143 -2.2233 -3.0695
H 0.1460 -5.6274 -6.6993
H -0.8234 -4.4080 -7.5347
H 0.8596 -4.0652 -7.0760
H -2.0838 -3.0248 -4.3617
H -2.5881 -4.0234 -5.7356
H -1.8354 -2.4757 -6.0459
H -1.1647 -4.1293 -0.2853
H 2.4934 0.1757 -1.3832
H 1.5381 -0.2540 0.0260
H 1.1146 1.8953 0.4834
H 3.2594 2.0867 -1.5805
H 2.4591 3.6065 -1.2157
H 3.2369 2.6480 0.0673
H 0.1827 3.5468 -0.9559
H -0.1124 1.6090 -3.2576
H -0.3400 3.3569 -3.2258
H 1.2859 2.6740 -3.1490
H -1.9273 1.8743 -1.6371
H -1.1116 0.9562 -0.3868
H -1.6613 2.6041 -0.0550
C 4.5604 -2.2983 -0.4906
Cl 5.6791 -1.0324 -0.9988
Cl 3.3543 -2.6882 -1.7253
H 5.1283 -3.1951 -0.2802
H 4.0296 -1.9599 0.3916
C 2.5517 -6.3463 -4.4065
Cl 4.2078 -5.8253 -4.0461
Cl 2.4295 -7.1793 -5.9661
H 2.2378 -7.0332 -3.6302
H 1.9183 -5.4677 -4.4495
C -3.9749 0.0750 0.1562
Cl -4.9063 1.0952 -0.9441
Cl -3.1523 -1.2593 -0.6705
H -3.2208 0.6851 0.6383
H -4.6610 -0.3628 0.8669
C 3.0839 -4.6039 2.4858
Cl 4.7341 -3.9623 2.4444
Cl 1.9237 -3.4941 1.7375
H 3.0688 -5.5330 1.9294
H 2.8032 -4.7525 3.5209
C 5.6107 1.9589 2.3122
Cl 4.9650 0.3401 2.0296
Cl 4.4309 2.9777 3.1563
H 6.5071 1.8810 2.9145
H 5.8137 2.4247 1.3552
C 4.8180 1.9064 -4.8029
Cl 4.0620 0.6435 -3.8232
Cl 3.8633 3.3937 -4.8559
H 5.7848 2.1398 -4.3735
H 4.9018 1.4850 -5.7968
C 8.0319 -5.4261 -4.0532
Cl 9.6645 -5.6978 -3.4317
Cl 7.0537 -4.4221 -2.9759
H 8.1094 -4.9182 -5.0066
H 7.5408 -6.3862 -4.1568
C 3.5378 6.7927 3.5240
Cl 5.0860 7.5684 3.1838
Cl 2.1712 7.6541 2.7957
H 3.5561 5.7906 3.1145
H 3.3947 6.7729 4.5972
C 3.8452 -1.7172 -6.6891
Cl 5.3312 -0.7725 -6.8942
Cl 3.6868 -2.9814 -7.9117
H 3.8794 -2.1801 -5.7093
H 3.0036 -1.0410 -6.7782
C -1.2716 6.5016 4.0780
Cl -2.5948 7.6277 4.4079
Cl -1.7366 5.2314 2.9371
H -0.4465 7.0565 3.6493
H -0.9901 6.0290 5.0111
C -4.8743 -3.4988 2.0943
Cl -5.3702 -4.8260 3.1397
Cl -5.6584 -1.9516 2.5016
H -3.8064 -3.3571 2.2055
H -5.1375 -3.7336 1.0703
C -6.8247 -0.7121 5.7110
Cl -7.4333 -1.9724 6.7906
Cl -7.5340 0.8716 6.0533
H -5.7519 -0.6407 5.8433
H -7.0813 -0.9842 4.6950
C -6.0783 3.2277 2.5635
Cl -5.7713 1.4996 2.8167
Cl -4.7943 4.2365 3.2285
H -6.1314 3.3958 1.4945
H -7.0109 3.4749 3.0558
C -9.4625 -4.5578 4.2180
Cl -8.4100 -3.3829 3.4236
Cl -11.0164 -4.7496 3.3975
H -8.9559 -5.5156 4.2155
H -9.6479 -4.2127 5.2283
C -7.4092 1.0963 9.8572
Cl -8.0685 -0.1626 10.9104
Cl -8.1205 2.6849 10.1740
H -6.3432 1.1622 10.0365
H -7.6263 0.8303 8.8307
C 4.2831 7.6392 7.5928
Cl 5.2845 6.4561 6.7438
Cl 2.5593 7.4381 7.2381
H 4.4275 7.5096 8.6581
H 4.5792 8.6290 7.2675
C -8.2552 0.0230 -2.4170
Cl -8.4264 -1.3499 -3.5194
Cl -8.1686 -0.4731 -0.7259
H -7.3341 0.5390 -2.6620
H -9.1179 0.6660 -2.5403
C 6.8635 4.4772 -2.2297
Cl 6.1154 3.2247 -1.2218
Cl 5.8967 5.9481 -2.3001
H 7.8300 4.7173 -1.8037
H 6.9646 4.0846 -3.2346

Mulliken population analysis, charges in e, atoms 1 to 99: C -0.95; C 0.69; C -1.32; N -0.69; B 0.20; O -0.42; B 0.64; O -0.44; B -0.42; O 0.74; C -0.41; C 0.57; C -0.70; C 0.31; C -1.31; C -1.33; O 0.03; H 0.22; H 0.39; H 0.13; H 0.25; H 0.40; H 0.35; H -0.19; H -0.19; H 0.29; H 0.42; H -0.11; H 0.38; H -0.03; H 0.77; H 0.22; H 0.48; H 0.09; H 0.34; H -0.02; H 0.40; C -0.33; Cl -0.10; Cl 0.13; H 0.48; H -0.09; C 0.80; Cl -0.11; Cl -0.21; H 0.28; H -0.59; C 0.67; Cl -0.17; Cl -0.13; H 0.30; H -0.61; C -0.40; Cl -0.13; Cl -0.04; H 0.27; H 0.34; C 0.04; Cl -0.08; Cl -0.17; H 0.42; H -0.24; C -0.19; Cl 0.01; Cl -0.16; H 0.16; H 0.18; C -0.36; Cl -0.17; Cl -0.06; H 0.32; H 0.26; C 0.56; Cl -0.16; Cl -0.20; H -0.03; H -0.20; C 0.01; Cl -0.21; Cl -0.18; H 0.10; H 0.27; C 0.09; Cl -0.17; Cl -0.08; H -0.08; H 0.26; C -0.33; Cl -0.15; Cl -0.15; H 0.24; H 0.31; C 0.24; Cl -0.17; Cl -0.19; H 0.29; H -0.19; C -0.40; Cl -0.05